No. 1
ORCA calculation (ωB97M-V with the def2-TZVPD basis set) on a 2-piece molecular cluster, C3H12NO overall.

Results
- charge = +1
- HOMO-LUMO gap (eV) = 11.4968
- E_HOMO (eV) = -15.2

```
17
C3H12NO (ωB97M-V with the def2-TZVPD basis set)
C -0.3245 -0.1672 -0.3149
C 0.2088 0.9264 -1.3570
C 1.2295 1.7574 -0.6853
N -0.0380 -1.5949 -0.7530
H 0.1644 0.0055 0.6780
H -1.4790 0.0476 -0.1009
H -0.5542 1.4901 -1.8192
H 0.6871 0.4658 -2.1612
H 2.1687 1.2369 -0.6036
H 1.6376 2.7100 -1.1673
H 0.9473 2.0332 0.2565
H 0.9214 -1.6769 -1.1865
H -0.1215 -2.3222 0.1006
H -0.8823 -1.7667 -1.3023
H -1.7840 -1.1198 3.0125
H -0.6866 0.1720 3.1564
O -0.9295 -0.6513 2.5689
```

Results of the natural (NBO) charge analysis, in e, for atoms 1 through 5: -0.25, -0.42, -0.62, -0.72, 0.25

No. 2
ORCA calculation (ωB97M-V with the def2-TZVPD basis set) on C5H20O5Ti as an isolated structure.

Results
- multiplicity = 4
- charge = +1
- HOMO-LUMO gap (alpha / beta) (eV) = 4.5968 / 11.9037
- E_HOMO (alpha / beta) (eV) = -7.4 / -14.8
- expectation value of S² = 3.755

```
31
C5H20O5Ti (ωB97M-V with the def2-TZVPD basis set)
Ti -0.2203 -0.0545 0.5112
C -1.5416 1.7022 1.6524
O -0.2140 1.3416 1.3459
H -2.0547 0.8610 2.1184
H -1.4181 2.4915 2.3938
H -2.1761 2.0043 0.8191
H 0.2353 2.1717 1.1706
C -0.2064 -2.3214 -0.6368
O -0.7328 -1.6160 0.5054
H -0.2210 -1.6347 -1.4831
H 0.7265 -2.8844 -0.6661
H -0.9853 -3.0491 -0.8646
H -0.3749 -2.0505 1.2830
C -1.6040 -0.1182 -1.7715
O -1.4526 0.4857 -0.4912
H -0.6372 -0.4384 -2.1600
H -2.1891 -1.0314 -1.6634
H -2.1473 0.4246 -2.5450
H -2.2479 0.3063 0.0157
C 1.1087 1.1310 -1.3868
O 1.4162 -0.1300 -0.8732
H 0.5874 1.2284 -2.3392
H 0.3867 1.3755 -0.6077
H 1.8932 1.8809 -1.2859
H 2.1316 -0.5305 -1.3726
C 2.1135 0.0154 1.4331
O 1.1437 -0.8284 0.9121
H 1.7230 1.0280 1.5337
H 2.3445 -0.1774 2.4808
H 3.0618 0.1000 0.9023
H 1.5509 -1.6833 1.0697
```

Results of the Löwdin charge analysis, in e, for atoms 1 through 5: 0.44, -0.07, -0.28, 0.10, 0.12

No. 3
ORCA calculation (ωB97M-V with the def2-TZVPD basis set) on one molecule with the formula C5H9N3.

Results
- HOMO-LUMO gap (eV) = 9.6888
- E_HOMO (eV) = -8.6

```
17
C5H9N3 (ωB97M-V with the def2-TZVPD basis set)
C -0.5994 -0.3576 1.3846
C -0.7342 0.3878 -0.0566
C 0.3020 1.6276 0.0561
N 1.5860 0.9420 0.1671
C 1.8672 -0.2558 -0.2322
N 0.9366 -1.2105 -0.7432
N -0.1533 -0.3002 -1.2021
C -1.6053 -0.5015 -0.8956
H -1.3429 0.1851 1.9815
H -0.9913 -1.3025 1.2872
H 0.3833 -0.3632 1.8097
H 0.3716 2.5009 0.6683
H 0.3786 2.2477 -0.8680
H 2.8815 -0.6350 0.1430
H 1.0699 -1.6718 -1.5899
H -2.2070 0.0125 -1.6089
H -2.1434 -1.3056 -0.3009
```

Results of the natural (NBO) charge analysis, in e, for atoms 1 through 5: -0.62, 0.05, -0.26, -0.47, 0.23

No. 4
ORCA calculation (ωB97M-V with the def2-TZVPD basis set) on C26H29BrIMoN2O2Si as an isolated structure.

Results
- multiplicity = 3
- charge = +1
- HOMO-LUMO gap (alpha / beta) (eV) = 7.2690 / 7.4587
- E_HOMO (alpha / beta) (eV) = -11.2 / -11.4
- expectation value of S² = 2.018

```
63
C26H29BrIMoN2O2Si (ωB97M-V with the def2-TZVPD basis set)
Mo -0.0178 -0.3084 0.1039
C 0.5060 0.2857 2.1025
Si 2.3892 0.2229 1.9356
C 2.6942 -1.2761 0.7388
N 1.8794 -1.2135 -0.5176
C 2.3883 -0.0976 -1.3877
C 2.5733 -0.5046 -2.8421
C 3.6130 -1.6251 -2.9076
C 3.2558 -2.7711 -1.9343
C 1.9194 -2.5136 -1.2425
C 3.1180 1.7986 1.2234
C 2.3167 2.9164 0.9769
C 2.8748 4.1133 0.5491
C 4.2460 4.2153 0.3678
C 5.0575 3.1129 0.6046
C 4.4980 1.9197 1.0313
C 3.2316 -0.2655 3.5376
C 3.0889 -1.5499 4.0682
C 3.6616 -1.8834 5.2851
C 4.3816 -0.9337 5.9961
C 4.5271 0.3483 5.4873
C 3.9572 0.6789 4.2664
H 0.1958 1.3100 2.3281
H 0.1931 -0.3316 2.9464
H 2.4052 -2.1805 1.2760
H 3.7567 -1.3713 0.4940
H 3.3530 0.2382 -1.0072
H 1.7216 0.7722 -1.3098
H 2.9225 0.3635 -3.4017
H 1.6273 -0.8140 -3.2936
H 4.5828 -1.1994 -2.6433
H 3.6979 -1.9905 -3.9302
H 4.0404 -2.8998 -1.1886
H 3.1736 -3.7199 -2.4629
H 1.7037 -3.3027 -0.5261
H 1.1258 -2.5281 -1.9851
H 1.2433 2.8609 1.1095
H 2.2350 4.9673 0.3671
H 4.6840 5.1531 0.0521
H 6.1285 3.1872 0.4650
H 5.1472 1.0714 1.2291
H 2.5163 -2.3008 3.5324
H 3.5422 -2.8843 5.6801
H 4.8264 -1.1926 6.9480
H 5.0837 1.0935 6.0410
H 4.0784 1.6816 3.8722
Br -1.4853 -2.9575 -2.2668
C -1.3968 -1.1676 -2.8772
C -1.8278 -0.8914 -4.1614
C -1.8071 0.4210 -4.6047
C -1.4087 1.4068 -3.7179
C -0.9988 1.0349 -2.4553
N -0.9321 -0.2468 -2.0280
C -0.7057 2.0712 -1.4045
O -0.7595 3.2449 -1.6261
O -0.4186 1.5306 -0.2296
H -2.1826 -1.6932 -4.7921
H -2.1179 0.6660 -5.6109
H -1.4284 2.4602 -3.9601
I -0.6604 -2.9191 1.4448
C -1.7917 -1.1505 0.9251
H -2.1892 -0.7789 1.8645
H -2.6071 -1.4859 0.2876
```

Results of the natural (NBO) charge analysis, in e, for atoms 1 through 5: 1.24, -1.20, 1.66, -0.68, -0.45

No. 5
ORCA calculation (ωB97M-V with the def2-TZVPD basis set) on a 2-piece molecular cluster, C6H10O2S2 overall.

Results
- HOMO-LUMO gap (eV) = 9.1371
- E_HOMO (eV) = -9.0

```
20
C6H10O2S2 (ωB97M-V with the def2-TZVPD basis set)
C 3.2018 -1.3007 0.7211
C 2.7718 -0.7355 -0.2999
C 2.2332 -0.3890 -1.7266
C 2.4984 1.1081 -2.2442
O 3.4540 1.6905 -1.6031
S 2.0099 1.7076 -3.5989
H 3.6099 -1.3868 1.7098
H 1.1376 -0.5598 -1.7181
H 2.8672 -0.9873 -2.6018
H 3.6543 1.3405 -0.6438
O -3.7627 0.6798 4.1665
C -3.1297 -0.4578 3.4963
C -3.6461 -0.5042 2.0156
S -2.8895 -1.8073 0.8217
H -3.0936 1.5469 4.0118
H -3.3753 -1.3065 4.0882
H -2.0368 -0.5062 3.4928
H -3.4693 0.4271 1.4288
H -4.7342 -0.9525 1.9614
H -1.5913 -1.3095 0.4254
```

Results of the natural (NBO) charge analysis, in e, for atoms 1 through 5: -0.21, -0.07, -0.55, 0.19, -0.65

No. 6
ORCA calculation (ωB97M-V with the def2-TZVPD basis set) on a 2-piece molecular cluster, FH3P2S2 overall.

Results
- HOMO-LUMO gap (eV) = 7.8585
- E_HOMO (eV) = -9.4

```
8
FH3P2S2 (ωB97M-V with the def2-TZVPD basis set)
F -3.1448 -1.5750 -0.9897
P -2.3892 -1.1087 0.5083
S -3.7249 -0.1326 1.4067
P 1.5526 1.1528 -0.7827
S 2.5840 -0.1177 0.4753
H 0.4043 0.6193 -0.4893
H 1.5006 2.0593 0.2459
H 3.2174 -0.8974 -0.3745
```

Results of the natural (NBO) charge analysis, in e, for atoms 1 through 5: -0.61, 0.96, -0.35, 0.26, -0.31

No. 7
ORCA calculation (ωB97M-V with the def2-TZVPD basis set) on C24H66AsF6O9 as an isolated structure.

Results
- charge = -1
- HOMO-LUMO gap (eV) = 9.8118
- E_HOMO (eV) = -7.3

```
106
C24H66AsF6O9 (ωB97M-V with the def2-TZVPD basis set)
As 0.0894 -0.3667 0.0892
F -1.1255 -0.2513 1.3564
F 0.2372 1.3880 0.0317
F 1.3301 -0.4135 -1.1439
F -0.0178 -2.1234 0.0255
F -1.1977 -0.2803 -1.0946
F 1.3335 -0.4710 1.3106
O 1.5181 0.3902 4.0179
H 1.3855 1.3260 3.7773
H 1.4278 -0.0773 3.1780
C 3.0503 4.7070 -2.6947
C 2.2478 3.6339 -1.9822
C 0.8170 3.5069 -2.4407
O 2.9739 2.4156 -2.1603
H 4.0459 4.7335 -2.2492
H 2.6619 5.7236 -2.6058
H 3.1119 4.5051 -3.7662
H 2.2410 3.9018 -0.9169
H 0.1934 2.8213 -1.8659
H 0.7423 3.2442 -3.4978
H 0.2179 4.4180 -2.3119
H 2.5305 1.7495 -1.6086
C -0.3571 -2.1820 3.5216
C -1.8247 -2.0339 3.9412
C -2.1899 -0.6531 4.4731
O -2.7156 -2.3656 2.8762
H -0.1492 -3.1905 3.1644
H 0.2817 -1.9604 4.3739
H -0.1856 -1.4945 2.6906
H -2.0116 -2.8056 4.6957
H -3.2750 -0.6191 4.5395
H -1.8428 0.0782 3.7357
H -1.7150 -0.4228 5.4271
H -2.6155 -1.6962 2.1847
C 3.6368 -1.5873 -5.0144
C 3.1563 -0.6765 -3.8907
C 4.1271 -0.8047 -2.6933
O 3.1743 0.6485 -4.3772
H 2.8530 -1.5908 -5.7800
H 3.8844 -2.6214 -4.7869
H 4.5074 -1.1216 -5.4837
H 2.1575 -0.9701 -3.5620
H 4.2089 -1.8781 -2.5128
H 3.8004 -0.2402 -1.8256
H 5.0898 -0.4261 -3.0415
H 3.0355 1.2825 -3.6478
C -5.9541 -0.8620 -0.2727
C -4.8128 -1.2436 0.6255
C -3.7283 -1.9919 -0.1512
O -4.2198 -0.1277 1.3084
H -6.4873 -1.7080 -0.7068
H -5.6562 -0.2208 -1.1114
H -6.7179 -0.2456 0.2156
H -5.1893 -1.9446 1.3813
H -4.0813 -2.9728 -0.4827
H -2.8949 -2.2562 0.5063
H -3.3759 -1.4170 -1.0054
H -3.2682 -0.2214 1.1827
C 3.9896 -2.9575 2.0154
C 4.4354 -2.6869 3.4436
C 3.2618 -2.9323 4.3860
O 5.5579 -3.5275 3.7268
H 3.1475 -2.3646 1.6435
H 3.6188 -3.9816 1.8942
H 4.7993 -2.8091 1.2978
H 4.7445 -1.6453 3.5309
H 2.4261 -2.2995 4.1040
H 3.5908 -2.6730 5.3963
H 2.9403 -3.9769 4.3700
H 5.1994 -4.3217 4.1376
C -1.0843 -2.4176 -3.5184
C -0.3761 -3.7143 -3.1033
C 1.1393 -3.5105 -3.0608
O -0.8490 -4.1206 -1.8235
H -1.3519 -2.4281 -4.5804
H -0.4052 -1.5740 -3.3861
H -2.0171 -2.2568 -2.9843
H -0.5440 -4.5215 -3.8193
H 1.3010 -2.6280 -2.4374
H 1.4957 -3.3000 -4.0710
H 1.6690 -4.3597 -2.6336
H -0.6899 -3.3894 -1.2032
C -2.8732 3.2645 -1.1092
C -3.1952 2.5027 -2.3786
C -3.5827 3.4702 -3.5108
O -2.0239 1.8041 -2.8423
H -3.7561 3.6417 -0.5840
H -2.1868 4.0854 -1.3159
H -2.4329 2.6011 -0.3577
H -3.9413 1.7162 -2.2218
H -4.4938 3.9670 -3.1721
H -3.7010 2.9119 -4.4353
H -2.7905 4.2099 -3.6150
H -1.6750 1.3516 -2.0576
C -1.3636 3.1667 2.3160
C -0.3249 3.5892 3.3333
C -0.6755 3.1785 4.7438
O 0.9258 2.9520 3.0131
H -1.4769 2.0869 2.2174
H -1.0622 3.5674 1.3455
H -2.3504 3.5558 2.5788
H -0.1699 4.6725 3.2725
H 0.0488 3.4855 5.5042
H -0.7680 2.0990 4.8736
H -1.6072 3.6430 5.0809
H 1.0180 2.9354 2.0511
```

Results of the Löwdin charge analysis, in e, for atoms 1 through 5: 0.84, -0.24, -0.25, -0.23, -0.23

The records above give, respectively, F_max values of 3.97, 17.04, 4.05, 1.70, 4.82, 3.27, 1.60 eV/A.
The records above give, respectively, energy relative to the best compared isomer or geometry (same formula, charge and spin) values of 49.5, 372.6, 126.8, 0.0, 115.0, 26.7, 9.6 kcal/mol.